[1]
Molecular formula: C4H6N2O
Method: DFT, ωB97M-V with the def2-TZVPD basis set

Last column: natural (NBO) charge in e.
Geometry (Å):
N: 0.555 2.683 0.105  -0.40
C: -0.218 1.840 0.306  0.54
O: -1.102 0.934 0.576  -0.48
C: -1.359 -0.058 -0.444  -0.04
C: -0.668 -1.371 -0.089  -0.54
C: 0.761 -1.398 -0.415  0.27
N: 1.881 -1.441 -0.697  -0.29
H: 2.528 1.232 0.945  0.00
H: 2.738 0.519 0.938  -0.01
H: -1.046 0.323 -1.419  0.21
H: -2.441 -0.197 -0.434  0.21
H: -0.799 -1.567 0.981  0.27
H: -1.157 -2.187 -0.633  0.26

Properties
2S+1   1
E_HOMO   -11.083 eV
Gap between HOMO and LUMO   11.4 eV

=====

[2]
Molecular formula: C4H6N2O
Method: DFT, ωB97M-V with the def2-TZVPD basis set

Last column: natural (NBO) charge in e.
Geometry (Å):
C: -2.354 -0.082 0.015  -0.64
C: -0.873 0.018 -0.203  -0.05
N: -0.506 -0.175 -1.621  0.13
O: 0.664 -0.065 -1.883  -0.30
C: 1.421 0.521 0.532  0.04
N: 2.457 -0.327 0.837  -0.78
C: 0.111 0.282 0.637  -0.06
H: -2.805 -0.686 -0.780  0.23
H: -2.587 -0.532 0.982  0.23
H: -2.825 0.907 -0.020  0.22
H: 3.336 -0.094 0.399  0.39
H: 2.241 -1.313 0.789  0.39
H: 1.721 1.546 0.315  0.21

Properties
2S+1   1
E_HOMO   -8.500 eV
Gap between HOMO and LUMO   8.2 eV

=====

[3]
Molecular formula: C4H6N2O
Method: DFT, ωB97M-V with the def2-TZVPD basis set

Last column: natural (NBO) charge in e.
Geometry (Å):
N: 0.453 -1.603 1.331  -0.84
C: 0.281 -0.498 0.463  0.19
C: -0.778 -0.099 -0.317  0.19
O: -2.007 -0.709 -0.303  -0.68
C: -0.376 1.049 -1.053  -0.37
C: 0.898 1.372 -0.646  -0.07
N: 1.299 0.410 0.245  -0.51
H: -0.025 -2.412 0.949  0.38
H: 0.059 -1.413 2.248  0.37
H: -2.513 -0.333 -1.032  0.48
H: -0.954 1.653 -1.739  0.22
H: 1.453 2.288 -0.808  0.21
H: 2.210 0.296 0.662  0.42

Properties
2S+1   1
E_HOMO   -7.641 eV
Gap between HOMO and LUMO   8.6 eV

=====

[4]
Molecular formula: C4H6N2O
Method: DFT, ωB97M-V with the def2-TZVPD basis set

Last column: natural (NBO) charge in e.
Geometry (Å):
C: -2.277 0.293 0.022  -0.64
C: -0.867 -0.205 0.018  0.18
N: -0.575 -1.309 -0.621  -0.16
O: 0.819 -1.384 -0.604  -0.31
C: 1.308 -0.318 0.030  0.50
N: 2.682 -0.220 0.056  -0.80
C: 0.293 0.462 0.496  -0.46
H: -2.471 0.773 -0.944  0.23
H: -2.983 -0.531 0.140  0.24
H: -2.442 1.035 0.806  0.22
H: 3.003 0.723 0.232  0.39
H: 3.100 -0.611 -0.780  0.39
H: 0.355 1.384 1.052  0.23

Properties
2S+1   1
E_HOMO   -8.640 eV
Gap between HOMO and LUMO   9.5 eV

=====

[5]
Molecular formula: C4H6N2O
Method: DFT, ωB97M-V with the def2-TZVPD basis set

Last column: natural (NBO) charge in e.
Geometry (Å):
C: 1.156 0.539 -0.090  0.39
C: -1.374 -0.949 -0.155  -0.60
C: -1.332 0.517 0.209  -0.42
C: -0.019 1.045 -0.300  -0.35
N: 2.251 0.028 0.060  -0.21
N: 3.495 -0.100 0.063  0.24
O: 4.154 -0.951 0.675  -0.36
H: -2.318 -1.488 0.196  0.21
H: -0.535 -1.572 0.136  0.21
H: -1.441 -0.745 -1.191  0.21
H: -2.383 0.861 -0.180  0.22
H: -1.485 0.756 1.250  0.21
H: -0.168 2.058 -0.672  0.25

Properties
2S+1   1
E_HOMO (spin up / spin down)   -9.227 / -9.227 eV
Gap between HOMO and LUMO (spin up / spin down)   9.0 / 9.0 eV

=====

[6]
Molecular formula: C4H6N2O
Method: DFT, ωB97M-V with the def2-TZVPD basis set

Last column: natural (NBO) charge in e.
Geometry (Å):
N: -0.894 -2.345 -0.471  -0.69
C: 0.310 -2.197 -0.152  0.40
O: 0.869 -0.958 0.070  -0.49
C: 0.118 0.141 -0.107  0.13
C: 0.571 1.361 0.569  -0.52
C: -0.522 2.299 -0.002  -0.02
N: -1.200 3.212 0.371  -0.21
H: -1.126 -3.327 -0.599  0.36
H: 1.079 -2.958 -0.010  0.16
H: -0.921 -0.046 -0.351  0.21
H: -0.498 1.760 -1.086  0.18
H: 0.761 1.234 1.645  0.23
H: 1.453 1.823 0.123  0.24

Properties
2S+1   1
E_HOMO (spin up / spin down)   -9.173 / -7.970 eV
Gap between HOMO and LUMO (spin up / spin down)   9.2 / 7.5 eV

=====

[7]
Molecular formula: C4H6N2O
Method: DFT, ωB97M-V with the def2-TZVPD basis set

Last column: natural (NBO) charge in e.
Geometry (Å):
C: 1.031 1.530 0.026  -0.29
C: -0.193 -1.048 1.421  -0.41
C: 0.275 0.464 -0.172  0.09
C: 0.453 0.039 -1.728  0.62
N: -0.597 -0.196 0.595  -0.24
N: -0.178 0.863 -2.560  -0.80
O: 0.855 -1.046 -2.031  -0.57
H: 0.836 2.054 1.020  0.20
H: 1.591 2.030 -0.697  0.20
H: -0.898 -1.548 2.065  0.20
H: 0.873 -1.324 1.530  0.21
H: -0.366 1.721 -2.188  0.38
H: 0.132 0.856 -3.510  0.40

Properties
2S+1   3
E_HOMO (spin up / spin down)   -5.380 / -9.611 eV
Gap between HOMO and LUMO (spin up / spin down)   6.1 / 6.7 eV

=====

[8]
Molecular formula: C4H6N2O2
Method: DFT, ωB97M-V with the def2-TZVPD basis set

Last column: natural (NBO) charge in e.
Geometry (Å):
C: -0.585 -1.420 -0.405  0.24
C: 1.085 0.186 -0.843  -0.21
C: 0.842 0.614 0.740  -0.59
C: -0.478 1.496 0.518  0.79
H: -2.265 -1.018 -0.115  0.33
H: 0.312 -2.031 -0.347  0.16
H: 1.678 -0.589 -0.652  0.20
H: 1.325 0.967 -1.531  0.24
H: 1.601 1.238 1.684  0.27
H: 0.361 -0.449 1.411  0.27
N: -1.716 -1.814 0.189  -0.65
N: -0.233 -0.339 -1.014  -0.14
O: -1.024 2.361 1.088  -0.49
O: -0.901 0.799 -0.724  -0.43

Properties
2S+1   1
E_HOMO   -9.467 eV
Gap between HOMO and LUMO   10.0 eV

=====

| no. | maximum force (hartree/bohr) | total energy (eV) |
| --- | --- | --- |
| 1 | 0.022 | -9270.3540 |
| 2 | 0.012 | -9268.7744 |
| 3 | 0.009 | -9272.4991 |
| 4 | 0.008 | -9271.8215 |
| 5 | 0.068 | -9267.1960 |
| 6 | 0.054 | -9268.1321 |
| 7 | 0.149 | -9267.1511 |
| 8 | 0.143 | -11314.6895 |